Record 1
Here is a cluster of 2 separate species, C5H14 in total from the OMol25 dataset. Energies are from the ωB97M-V functional and the def2-TZVPD basis.

```
! RIJCOSX wB97M-V def2-TZVPD def2/J DEFGRID3
* xyz 1 2
C 0.73 -0.32 1.08
C 0.65 -1.14 2.45
C -1.05 -0.59 -2.70
C 0.71 1.24 1.50
C -0.79 0.69 -2.02
H 0.56 -2.15 2.27
H -0.25 1.69 1.17
H 1.62 1.85 1.27
H -0.74 1.49 -2.78
H -2.13 -0.88 -2.87
H 0.18 0.85 -1.42
H -0.50 -0.55 -3.75
H 1.55 -0.87 3.01
H 1.69 -0.64 0.63
H -0.05 -0.68 0.44
H -0.30 -0.91 2.87
H -1.67 0.91 -1.62
H 0.50 1.49 2.56
H -0.68 -1.49 -2.09
*
```

Output
* HOMO (alpha / beta): -14.4641 / -14.4003 eV
* <S²>: 0.753
* energy above the lowest of the compared OMol25 structures with the same formula, charge and spin: 175.4 kJ/mol

Charges obtained by Löwdin population analysis, quoted in units of e: C -0.102; C 0.047; C -0.194; C 0.051; C -0.211; H 0.086; H 0.146; H 0.136; H 0.088; H 0.087; H 0.090; H 0.115; H 0.121; H 0.131; H 0.094; H 0.094; H 0.015; H 0.133; H 0.075

Record 2
Here is a structure of composition C5H11N from the OMol25 dataset. Energies are from the ωB97M-V functional and the def2-TZVPD basis.

```
! RIJCOSX wB97M-V def2-TZVPD def2/J DEFGRID3
* xyz 0 1
N 1.18 0.55 -0.59
C 0.75 0.44 0.82
C -2.09 -1.21 0.99
C -0.54 0.40 0.08
C -1.01 -1.03 -0.09
C 1.58 1.94 -0.86
H 2.51 2.14 -0.32
H 1.76 2.06 -1.93
H -2.90 -0.50 0.84
H 1.11 -0.48 1.28
H -0.22 -1.79 0.04
H 0.09 0.66 -1.06
H -1.67 -1.04 1.99
H 0.98 1.32 1.43
H -2.50 -2.23 0.97
H -1.47 -1.19 -1.07
H 0.82 2.66 -0.53
*
```

Output
* HOMO: -8.4134 eV
* energy above the lowest of the compared OMol25 structures with the same formula, charge and spin: 430.3 kJ/mol

Charges obtained by Löwdin population analysis, quoted in units of e: N -0.111; C -0.249; C -0.115; C -0.112; C -0.295; C -0.120; H 0.086; H 0.081; H 0.073; H 0.110; H 0.105; H 0.109; H 0.074; H 0.103; H 0.072; H 0.103; H 0.088

Record 3
Here is a structure of composition C8H6N4 from the OMol25 dataset. Energies are from the ωB97M-V functional and the def2-TZVPD basis.

```
! RIJCOSX wB97M-V def2-TZVPD def2/J DEFGRID3
* xyz 0 1
N -0.59 -0.66 2.75
N -0.62 -0.44 1.40
N 1.05 0.51 2.14
N 0.37 -0.03 2.97
C 1.26 1.03 -1.40
C 0.49 0.42 -0.39
C 0.41 0.30 1.00
C -0.68 -0.19 -0.75
C -0.18 0.12 -3.08
C -1.39 -0.92 0.36
C -1.03 -0.30 -2.08
C 1.12 0.53 -2.74
H -1.23 -2.00 0.42
H -2.01 -0.70 -2.52
H 2.25 1.34 -1.12
H -0.11 -0.40 -4.11
H 2.18 0.44 -3.37
H -2.51 -0.42 0.36
*
```

Output
* HOMO: -8.8777 eV
* energy above the lowest of the compared OMol25 structures with the same formula, charge and spin: 250.4 kJ/mol

Charges obtained by Löwdin population analysis, quoted in units of e: N 0.110; N -0.093; N 0.084; N -0.183; C -0.001; C -0.097; C -0.222; C -0.191; C -0.116; C -0.055; C -0.051; C -0.081; H 0.148; H 0.146; H 0.100; H 0.136; H 0.169; H 0.197

Record 4
Here is a structure of composition C19H34ClF3I2InNO7P from the OMol25 dataset. Energies are from the ωB97M-V functional and the def2-TZVPD basis.

```
! RIJCOSX wB97M-V def2-TZVPD def2/J DEFGRID3
* xyz 3 1
I -3.91 -2.57 0.35
I 0.27 3.19 2.62
In -1.15 -2.34 4.76
Cl 2.27 2.31 -3.66
P 0.35 -0.73 2.75
F 3.69 0.18 -0.78
F 4.23 0.41 1.50
F 4.82 2.15 -0.12
O -2.12 -1.65 -1.84
O 0.29 -2.33 2.93
O -1.16 -1.43 0.44
O 1.40 -0.21 4.09
O 1.11 1.17 0.82
O -1.19 0.05 3.07
O -2.82 -3.32 -2.96
N -2.50 -2.97 -1.83
C 2.29 3.19 1.65
C -6.23 0.90 -0.06
C 0.78 -3.57 -0.49
C 1.11 -0.23 1.02
C 1.98 2.76 -0.88
C -2.32 -1.23 -0.45
C -2.97 0.28 -0.41
C -4.04 0.39 -1.65
C 3.52 3.22 2.70
C 1.91 -4.88 -2.61
C 0.47 -4.51 -1.84
C 1.36 1.85 -2.07
C 2.28 1.92 0.55
C -5.31 1.40 -1.35
C 3.40 2.30 4.05
C -0.21 2.32 -2.33
C 0.09 -0.91 -0.12
C 0.95 -2.02 -0.97
C 3.72 1.21 0.33
H -0.13 3.36 -2.91
H -0.13 -5.49 -1.57
H -0.85 1.52 -2.90
H 2.02 -0.97 4.32
H 2.42 2.44 4.67
H 1.49 0.69 -1.97
H -0.25 -0.09 -0.92
H -3.44 0.81 -2.58
H -3.52 0.51 0.62
H 3.58 4.35 3.10
H -7.25 0.41 -0.39
H -4.53 -0.65 -1.96
H -1.44 0.58 2.24
H -6.43 1.84 0.64
H -5.68 0.07 0.60
H 2.65 -3.97 -2.55
H 2.31 4.25 1.10
H 0.54 -1.96 -2.09
H 3.61 1.14 3.87
H 4.28 2.65 4.76
H 2.10 -1.81 -1.05
H -6.03 1.29 -2.29
H 2.34 -5.84 -2.09
H 2.89 3.41 -1.22
H -2.19 1.15 -0.55
H 1.79 -4.02 -0.05
H 1.67 -5.05 -3.75
H 2.08 -0.86 0.95
H 4.59 3.02 2.26
H -0.17 -3.95 -2.65
H -0.04 -3.77 0.32
H 1.12 3.53 -0.57
H -0.74 2.60 -1.30
H -5.02 2.53 -1.30
*
```

Output
* HOMO: -17.4528 eV

Charges obtained by Löwdin population analysis, quoted in units of e: I 1.397; I 1.183; In 1.116; Cl 0.630; P 0.775; F 0.016; F 0.019; F 0.055; O -0.079; O -0.532; O -0.209; O -0.221; O -0.219; O -0.314; O 0.168; N -0.127; C -0.479; C -0.111; C -0.167; C -0.206; C -0.115; C -0.651; C -0.166; C -0.200; C -0.251; C -0.093; C -0.221; C -0.607; C -0.319; C -0.209; C -0.151; C -0.134; C -0.195; C -0.112; C -0.119; H 0.114; H 0.133; H 0.092; H 0.114; H 0.054; H 0.090; H 0.147; H 0.130; H 0.124; H 0.153; H 0.107; H 0.112; H 0.072; H 0.102; H 0.036; H 0.088; H 0.133; H 0.144; H 0.073; H 0.119; H 0.133; H 0.137; H 0.106; H 0.147; H 0.111; H 0.142; H 0.104; H 0.164; H 0.143; H 0.086; H 0.108; H 0.129; H 0.077; H 0.124

Record 5
Here is the molecule C5H6O from the OMol25 dataset. Energies are from the ωB97M-V functional and the def2-TZVPD basis.

```
! RIJCOSX wB97M-V def2-TZVPD def2/J DEFGRID3
* xyz 0 1
O 0.04 0.82 1.35
C 1.21 -0.49 -0.20
C -0.08 0.11 0.12
C 2.28 -1.02 -0.30
C -0.17 1.58 0.17
C -1.28 -0.76 -0.13
H -1.22 -1.15 -1.16
H -2.22 -0.20 -0.04
H -1.15 2.05 0.23
H -1.30 -1.62 0.55
H 0.65 2.17 -0.24
H 3.24 -1.49 -0.36
*
```

Output
* structure (SMILES): C#C[C@]1(C)CO1
* HOMO: -9.9664 eV
* energy above the lowest of the compared OMol25 structures with the same formula, charge and spin: 271.4 kJ/mol

Charges obtained by Löwdin population analysis, quoted in units of e: O -0.013; C -0.052; C -0.518; C 0.140; C -0.082; C -0.008; H 0.091; H 0.085; H 0.116; H 0.091; H 0.121; H 0.029

Record 6
Here is a structure of composition C28H38N3NbO8Si3 from the OMol25 dataset. Energies are from the ωB97M-V functional and the def2-TZVPD basis.

```
! RIJCOSX wB97M-V def2-TZVPD def2/J DEFGRID3
* xyz 2 1
Nb 11.96 10.15 11.14
Si 11.88 7.95 8.83
Si 10.50 10.82 8.17
Si 13.58 10.77 8.71
O 11.57 8.30 11.69
O 9.02 16.95 11.71
O 9.74 10.95 11.41
O 11.03 6.42 12.81
O 11.50 12.25 11.44
O 6.83 16.34 11.99
O 10.10 6.17 15.55
O 10.26 7.64 17.36
N 11.66 9.90 13.76
N 11.23 9.60 15.90
N 13.91 10.16 11.55
C 14.70 9.72 12.59
C 7.95 12.93 12.08
C 11.28 7.63 12.80
C 11.91 9.87 9.06
C 11.20 8.61 13.96
C 9.82 14.55 11.75
C 14.52 10.57 10.34
C 14.64 9.97 7.36
C 13.57 12.58 8.32
C 10.30 6.98 9.20
C 16.03 9.98 12.60
C 9.31 13.21 11.93
C 7.59 15.24 12.09
C 10.20 12.13 11.63
C 8.77 10.09 8.56
C 13.34 7.00 9.69
C 7.67 17.45 11.68
C 10.37 7.34 16.17
C 7.07 14.00 12.22
C 10.34 12.66 8.59
C 10.62 10.69 6.26
C 16.65 10.63 11.52
C 10.94 8.38 15.30
C 12.23 11.80 15.34
C 15.84 10.94 10.39
C 8.89 15.57 11.87
C 12.01 7.53 7.03
C 11.66 10.48 14.96
H 11.64 12.56 14.81
H 8.02 10.83 8.77
H 14.04 7.66 10.21
H 8.47 9.48 7.67
H 6.00 13.85 12.27
H 10.40 6.13 8.54
H 10.86 9.66 5.86
H 12.21 6.50 7.00
H 8.82 9.47 9.44
H 12.93 12.91 7.49
H 12.87 8.05 6.60
H 14.06 9.84 6.44
H 14.58 12.91 8.13
H 13.14 13.08 9.19
H 9.59 10.91 5.93
H 9.40 7.52 8.87
H 11.27 11.47 5.87
H 14.18 9.27 13.41
H 17.69 10.95 11.51
H 16.37 11.35 9.54
H 12.15 11.90 16.45
H 10.19 6.65 10.23
H 7.45 17.83 10.63
H 11.07 9.75 16.89
H 10.57 6.18 14.65
H 11.09 7.67 6.48
H 15.50 10.60 7.16
H 11.00 13.02 9.36
H 7.71 11.89 12.31
H 13.84 6.43 8.92
H 10.63 13.20 7.68
H 9.28 12.97 8.78
H 15.01 9.02 7.74
H 16.65 9.65 13.42
H 10.87 14.69 11.51
H 12.85 6.29 10.37
H 13.29 11.85 15.01
H 7.51 18.20 12.48
*
```

Output
* HOMO: -13.3627 eV
* energy above the lowest of the compared OMol25 structures with the same formula, charge and spin: 0.0 kJ/mol

Charges obtained by Löwdin population analysis, quoted in units of e: Nb 2.008; Si 0.447; Si 0.473; Si 0.494; O -0.244; O 0.044; O -0.083; O 0.127; O -0.177; O 0.069; O 0.141; O 0.135; N 0.082; N 0.202; N -0.149; C -0.054; C 0.031; C -0.416; C -0.569; C -0.116; C 0.110; C -0.250; C -0.121; C -0.142; C -0.140; C 0.002; C -0.160; C -0.226; C -0.558; C -0.166; C -0.139; C -0.079; C -0.412; C 0.055; C -0.168; C -0.152; C 0.058; C -0.049; C 0.025; C -0.020; C -0.164; C -0.169; C -0.318; H 0.091; H 0.034; H 0.006; H 0.057; H 0.141; H 0.047; H 0.043; H 0.037; H -0.001; H 0.058; H 0.024; H 0.051; H 0.052; H 0.031; H 0.048; H 0.030; H 0.030; H 0.120; H 0.144; H 0.128; H 0.114; H 0.028; H 0.167; H 0.178; H 0.115; H 0.040; H 0.048; H -0.013; H 0.138; H 0.040; H 0.048; H 0.069; H 0.044; H 0.131; H 0.134; H 0.039; H 0.093; H 0.155

Number 1: total energy -5399.2880 eV. Number 2: total energy -6849.0686 eV. Number 3: total energy -14348.1866 eV. Number 4: total energy -87370.6123 eV. Number 5: total energy -7326.4718 eV. Number 6: total energy -75676.1112 eV.